Entry 1:
{
  "formula": "C2H3F2P",
  "method": "ωB97M-V/def2-TZVPD",
  "elements": ["F", "C", "C", "P", "F", "H", "H", "H"],
  "xyz": [[0.5471, -2.0046, 0.4355], [0.0936, -0.8940, -0.2738], [-1.1693, -0.1962, 0.1745], [-2.6759, -0.6669, -0.3669], [-3.6250, 0.4885, 0.3296], [0.9457, -0.2737, -0.2051], [-0.2026, -1.0843, -1.3548], [-1.0884, 0.4840, 1.0151]],
  "de_lowest_ev": 1.246,
  "orbital_gap_ev": 9.721
}

---

Entry 2:
{
  "formula": "C20H28FeN3",
  "method": "ωB97M-V/def2-TZVPD",
  "elements": ["C", "N", "C", "C", "C", "N", "C", "C", "C", "N", "C", "H", "H", "H", "H", "H", "H", "H", "H", "H", "H", "H", "H", "H", "H", "H", "C", "C", "C", "C", "C", "C", "C", "Fe", "C", "C", "C", "C", "C", "H", "H", "H", "H", "H", "H", "H", "H", "H", "H", "H", "H", "H"],
  "xyz": [[-2.4946, -1.6656, 1.0669], [-1.5792, -2.5910, 0.3843], [-2.1591, -3.9376, 0.3763], [-1.5785, -4.7786, -0.7047], [-0.1024, -4.7239, -0.5740], [0.3835, -3.3404, -0.4621], [1.8377, -3.3001, -0.6247], [2.3570, -2.0370, 0.0138], [1.5475, -0.9132, -0.5405], [0.1369, -0.8765, 0.0473], [-0.3625, -2.3232, -0.0449], [-2.0126, -1.1362, 1.9118], [-2.9176, -0.9586, 0.3419], [-3.3770, -2.2444, 1.3899], [-1.9529, -4.3912, 1.3617], [-3.2302, -3.7784, 0.2832], [-1.9066, -5.8001, -0.5524], [-1.9260, -4.4553, -1.6799], [0.2565, -5.2867, 0.3063], [0.4026, -5.1367, -1.4597], [2.2745, -4.2488, -0.2835], [2.0305, -3.3161, -1.7113], [2.3933, -2.0719, 1.1219], [3.4014, -1.9554, -0.2958], [1.9838, 0.0287, -0.2468], [1.4896, -0.9583, -1.6244], [-1.8839, 0.7953, 0.0824], [-0.6127, 0.3167, -0.4872], [0.3437, 1.5705, -0.4115], [0.9373, 2.3493, -1.4919], [2.1362, 2.9797, -0.9851], [2.2635, 2.6633, 0.3690], [1.1349, 1.8218, 0.7760], [0.4931, 3.5139, 0.0233], [-1.1067, 4.1310, 0.9856], [-1.0203, 4.7348, -0.3396], [0.2515, 5.4581, -0.4447], [0.9257, 5.3162, 0.8500], [0.0755, 4.5221, 1.7222], [-2.7791, 0.6801, -0.5351], [0.1762, -0.8258, 1.0910], [-1.9070, 1.3887, 0.9998], [-0.6806, 0.1147, -1.5765], [0.5885, 2.3728, -2.5049], [2.8340, 3.4959, -1.6087], [3.1037, 2.9403, 0.9818], [0.9825, 1.4177, 1.7832], [-1.9575, 3.5432, 1.3553], [-1.8290, 4.7129, -1.0617], [0.5595, 6.0704, -1.2943], [1.8524, 5.8121, 1.1374], [0.2230, 4.3010, 2.7833]],
  "spin_multiplicity": 5,
  "orbital_gap_ev": [2.633, 6.343],
  "charge": -1
}

---

Entry 3:
{
  "formula": "C2H8NOS",
  "method": "ωB97M-V/def2-TZVPD",
  "elements": ["C", "C", "N", "O", "S", "H", "H", "H", "H", "H", "H", "H", "H"],
  "xyz": [[-1.1405, 1.6773, -0.1361], [0.1650, -0.2278, 0.2010], [0.1489, -1.7004, -0.2178], [-0.7699, 0.3385, -0.5504], [2.2139, 0.3124, -0.1525], [-1.6908, 1.9442, -0.9965], [-0.2967, 2.2459, -0.2030], [-1.5808, 1.7963, 0.7944], [-0.0028, -0.2130, 1.2190], [0.3849, -2.3313, 0.4655], [0.7504, -1.8808, -0.9971], [-0.8015, -1.9600, -0.5406], [2.6198, -0.0013, 1.1141]],
  "spin_multiplicity": 3,
  "de_lowest_ev": 1.800,
  "orbital_gap_ev": [6.789, 7.058],
  "charge": 1
}

---

Entry 4:
{
  "formula": "CH3Cl2OP",
  "method": "ωB97M-V/def2-TZVPD",
  "elements": ["C", "O", "P", "Cl", "Cl", "H", "H", "H"],
  "xyz": [[-2.0506, -0.0029, -0.6644], [-0.7850, -0.3700, -0.8902], [0.2454, -0.3045, 0.5163], [-2.8829, -1.0066, 0.3988], [-2.0230, 1.7393, -0.1609], [-2.7190, 0.1210, -1.7527], [0.7163, -1.6600, 0.1845], [-0.7759, -0.5056, 1.3227]],
  "spin_multiplicity": 3,
  "de_lowest_ev": 3.746,
  "orbital_gap_ev": [6.446, 7.751]
}

---

Entry 5:
{
  "formula": "C3H6ClN",
  "method": "ωB97M-V/def2-TZVPD",
  "elements": ["Cl", "C", "C", "C", "N", "H", "H", "H", "H", "H", "H"],
  "xyz": [[-1.7704, -0.2266, -0.0794], [-0.3526, 0.9054, 0.2845], [0.7468, 0.1412, -0.4332], [1.3840, -0.9024, 0.3291], [2.0866, 0.4923, -0.0091], [-0.4686, 2.0174, 0.0881], [-0.3242, 0.8219, 1.4652], [0.4271, -0.1467, -1.4923], [1.5463, -1.7991, -0.3976], [0.9304, -1.3999, 1.3959], [2.7117, 0.0461, -0.7290]],
  "de_lowest_ev": 2.073,
  "orbital_gap_ev": 11.558
}

---

Entry 6:
{
  "formula": "C6H13O4PS",
  "method": "ωB97M-V/def2-TZVPD",
  "elements": ["C", "C", "C", "C", "C", "C", "O", "O", "O", "O", "P", "S", "H", "H", "H", "H", "H", "H", "H", "H", "H", "H", "H", "H", "H"],
  "xyz": [[-0.0391, -0.1306, -2.0943], [-0.7892, -0.8873, -3.1662], [2.8699, 1.2968, -1.1686], [0.9065, -1.3039, 2.8080], [-2.5279, 0.2846, -0.2699], [-0.0230, -0.9635, -0.5341], [0.4163, 0.9532, -2.1716], [0.5771, 1.3300, 1.1229], [2.4625, 0.2882, -0.2297], [1.6323, -1.0122, 1.6172], [1.1072, 0.1065, 0.5447], [-1.7510, -1.3723, -0.0573], [-0.4060, -1.9098, -3.1931], [-0.3780, -0.4227, -4.1476], [-1.7973, -0.7576, -3.0884], [2.5737, 1.1799, -2.1919], [3.9490, 1.4282, -0.8766], [2.2948, 2.2904, -0.7476], [1.7045, -1.6499, 3.6188], [0.1233, -2.0412, 2.5085], [0.2392, -0.5571, 3.2778], [-2.9622, 0.3373, -1.1912], [-1.7036, 0.9789, -0.2417], [-3.3318, 0.4134, 0.4335], [0.5228, -1.8865, -0.6729]],
  "spin_multiplicity": 3,
  "orbital_gap_ev": [6.094, 6.534]
}

---

Entry 7:
{
  "formula": "C29H48N2O10S6",
  "method": "ωB97M-V/def2-TZVPD",
  "elements": ["C", "C", "C", "C", "C", "C", "C", "C", "N", "S", "N", "C", "H", "H", "H", "H", "H", "H", "H", "H", "O", "S", "O", "C", "C", "C", "C", "H", "H", "H", "H", "H", "H", "H", "H", "O", "S", "O", "C", "C", "C", "C", "H", "H", "H", "H", "H", "H", "H", "H", "O", "S", "O", "C", "C", "C", "C", "H", "H", "H", "H", "H", "H", "H", "H", "O", "S", "O", "C", "C", "C", "C", "H", "H", "H", "H", "H", "H", "H", "H", "O", "S", "O", "C", "C", "C", "C", "H", "H", "H", "H", "H", "H", "H", "H"],
  "xyz": [[-0.8027, -0.6652, 0.5634], [0.1550, 0.4540, 0.8268], [1.7905, 0.3059, 0.9576], [2.1239, -1.2608, 1.3210], [2.0236, -2.5267, 0.2405], [2.3236, -4.0784, 0.6775], [2.7529, -4.3968, 2.2301], [2.8707, -3.1317, 3.2674], [3.2579, -3.2401, 4.7449], [3.2553, -1.5943, 5.3308], [2.7699, -0.5338, 4.0215], [2.5853, -1.5554, 2.9015], [-0.6037, -1.8023, 0.8683], [-1.7948, -0.4687, -0.0334], [-0.3087, 1.5201, 0.9933], [2.3922, 0.7366, 0.0446], [2.1025, 0.9814, 1.8912], [1.6791, -2.2527, -0.8690], [2.1980, -4.9072, -0.1455], [2.9576, -5.4947, 2.6204], [3.1499, -4.3419, -2.6844], [3.0045, -5.7753, -2.5413], [2.7890, -6.4085, -1.2556], [1.7447, -6.3307, -3.6727], [2.4989, -6.6202, -4.9619], [3.7772, -7.3434, -4.5405], [4.3752, -6.5707, -3.3659], [0.9790, -5.5614, -3.7865], [1.3039, -7.2434, -3.2609], [1.9000, -7.2225, -5.6513], [2.7548, -5.6809, -5.4666], [3.5312, -8.3641, -4.2236], [4.4904, -7.4194, -5.3671], [4.8846, -7.2362, -2.6643], [5.0631, -5.7924, -3.7076], [3.5077, 5.4697, 0.1579], [2.7784, 5.7166, 1.3839], [1.5733, 6.5208, 1.4209], [2.4480, 4.1514, 2.1692], [3.6685, 3.9049, 3.0435], [3.9831, 5.2465, 3.7035], [3.9243, 6.3177, 2.6157], [2.2976, 3.3785, 1.4136], [1.5451, 4.2657, 2.7765], [3.4807, 3.1221, 3.7842], [4.5167, 3.5895, 2.4243], [3.2308, 5.4600, 4.4725], [4.9609, 5.2363, 4.1951], [3.5662, 7.2721, 3.0099], [4.8972, 6.4543, 2.1355], [-3.2217, -0.4842, 1.9859], [-3.7810, -1.5280, 2.8188], [-3.8980, -2.9005, 2.3683], [-2.9386, -1.5094, 4.3891], [-3.7365, -0.5254, 5.2316], [-5.2059, -0.8355, 4.9501], [-5.3634, -0.9753, 3.4369], [-1.8977, -1.2117, 4.2513], [-2.9898, -2.5187, 4.8082], [-3.4978, -0.6209, 6.2949], [-3.5100, 0.5025, 4.9241], [-5.4796, -1.7787, 5.4382], [-5.8666, -0.0577, 5.3456], [-6.1308, -1.7093, 3.1785], [-5.5937, -0.0147, 2.9680], [-0.3424, -4.7314, -5.1651], [-0.8353, -3.6290, -4.3663], [-0.3778, -3.3868, -3.0126], [-0.6604, -2.1266, -5.3086], [-1.9573, -2.0251, -6.0976], [-3.0681, -2.4042, -5.1193], [-2.6213, -3.6674, -4.3852], [0.2253, -2.1846, -5.9435], [-0.5637, -1.2975, -4.6013], [-2.1014, -1.0207, -6.5063], [-1.9442, -2.7333, -6.9346], [-3.2127, -1.5903, -4.3984], [-4.0222, -2.5620, -5.6317], [-2.9950, -3.6894, -3.3584], [-2.9353, -4.5707, -4.9155], [-4.2521, 8.8793, 1.2888], [-3.7368, 7.5663, 0.9622], [-4.2545, 6.3567, 1.5701], [-3.7625, 7.3744, -0.8093], [-2.4189, 7.9231, -1.2659], [-1.3919, 7.3849, -0.2709], [-1.9587, 7.5951, 1.1322], [-4.6125, 7.9132, -1.2313], [-3.8466, 6.3059, -1.0289], [-2.1885, 7.6199, -2.2914], [-2.4290, 9.0191, -1.2303], [-1.2374, 6.3139, -0.4497], [-0.4220, 7.8795, -0.3831], [-1.6462, 6.8013, 1.8154], [-1.6727, 8.5696, 1.5375]],
  "orbital_gap_ev": 6.790
}

---

Entry 8:
{
  "formula": "C3HN2O3",
  "method": "ωB97M-V/def2-TZVPD",
  "elements": ["C", "C", "C", "N", "N", "O", "O", "O", "H"],
  "xyz": [[1.8153, -1.5524, -0.6256], [-0.0163, -0.8815, 0.7790], [1.7641, 1.3290, 0.0633], [2.5540, -2.2457, -1.1490], [1.1244, -0.7639, 0.0829], [1.5227, 1.6648, 1.1399], [-0.8817, -1.7708, 0.6035], [2.2008, 1.4639, -1.0108], [-0.2654, -0.1185, 1.4448]],
  "de_lowest_ev": 0.423,
  "orbital_gap_ev": 8.547,
  "charge": -1
}